(1)
C3H7F2NO | ωB97M-V with the def2-TZVPD basis set

Last column: Mulliken charge in e.
Geometry (Å):
C -0.948011 0.195869 0.852575  -0.8279
C 0.369233 -0.165061 -1.257947  -0.8048
C 2.533848 0.295052 1.218969  0.3904
N 0.306620 -0.032525 0.193493  -0.0298
O 1.205306 0.945452 0.728632  -0.2725
F 3.091586 1.108447 2.107659  -0.2292
F 3.378259 0.202844 0.192422  -0.2309
H -1.874977 -0.103171 0.333715  0.3266
H -1.002287 -0.410806 1.753744  0.2612
H -1.003749 1.318485 1.130149  0.2770
H -0.157027 -1.131614 -1.685249  0.2329
H -0.142848 0.735383 -1.716351  0.3115
H 1.370965 -0.285970 -1.444021  0.3468
H 2.273933 -0.606838 1.767709  0.2487

Cartesian forces (eV/Å) of the 2 atoms listed first:
C -0.78 1.63 0.84
C -3.62 0.20 0.10

## Properties
SMILES string: CN(C)OC(F)F
Gap between HOMO and LUMO in eV: 9.76
LUMO in eV: 1.02
Net charge: 0
E in eV: -12194.352
ΔE to the lowest compared entry with this formula, charge and spin in eV: 1.696
HOMO energy in eV: -8.7

(2)
C12H41N3O7 | ωB97M-V with the def2-TZVPD basis set

Last column: Mulliken charge in e.
Geometry (Å):
O -2.600444 17.870838 -3.203177  -1.3699
H -1.908755 17.223366 -3.339440  0.2015
H -2.883354 17.733153 -2.299162  -0.4796
O -1.560209 15.479946 -3.501521  -0.5585
H -0.806301 15.072062 -3.927548  0.2805
H -2.304600 15.246568 -4.056188  0.3097
O -3.133950 17.243486 -1.190172  -0.4816
H -2.423023 16.758618 -0.770983  0.3179
H -3.930314 16.793621 -0.907932  0.2495
O -0.085974 18.067137 -4.991393  -0.7513
H -0.916014 18.017812 -4.517223  0.2214
H -0.151762 18.870626 -5.507440  0.3699
C -4.311993 19.233022 -6.925602  -1.7386
C -3.316431 18.973190 -5.695581  0.0045
C -3.021686 20.244033 -4.855065  0.3881
O -2.273988 21.220696 -5.497842  -0.4359
C -1.806411 22.213943 -4.690513  -0.7638
N -3.937314 17.864953 -4.903743  -0.6860
H -3.781568 19.898709 -7.606494  0.4107
H -5.139710 19.845094 -6.567357  0.3506
H -4.548671 18.325918 -7.481705  0.3990
H -2.384673 18.660492 -6.166910  0.4794
H -2.577897 19.840457 -3.944965  0.5368
H -3.945335 20.726550 -4.535493  0.2020
H -1.459623 21.744497 -3.769943  0.2187
H -2.629948 22.866987 -4.401703  0.3175
H -0.923794 22.760879 -5.022073  0.3101
H -4.820275 17.986321 -4.428606  -1.0599
H -3.327865 17.589563 -4.146877  0.8781
C -4.741981 19.394677 -2.149608  -0.8488
C -5.903342 19.360049 -3.134155  2.0160
C -7.042618 18.615593 -2.586901  -1.2380
O -6.981865 17.204212 -2.454948  -0.3746
C -6.746944 16.473895 -3.639335  -0.7549
N -6.090406 20.705957 -3.729997  -0.7481
H -4.821664 20.153703 -1.371387  0.1870
H -3.769336 19.509448 -2.628023  0.4704
H -4.742525 18.507587 -1.516231  0.1842
H -5.645416 18.711826 -3.971635  -0.2028
H -7.951058 18.810175 -3.156996  0.5144
H -7.307941 19.064927 -1.629937  0.4464
H -7.263855 15.518900 -3.545045  0.3068
H -5.700492 16.256734 -3.853537  0.1925
H -7.120506 16.988791 -4.524461  0.3593
H -5.203657 21.111760 -3.467124  0.3632
H -6.707303 21.204500 -3.104709  0.3323
C 1.054583 19.682197 -1.691158  -1.8113
C -0.180590 19.079315 -2.163851  1.0657
C -1.276189 19.023411 -1.087995  -0.4549
O -0.898062 18.543261 0.152741  -0.4908
C -1.736620 18.809056 1.327450  -0.7360
N -0.763761 19.766953 -3.247314  -0.2650
H 1.776857 19.660801 -2.507225  0.4635
H 1.476510 18.938196 -1.015485  0.3868
H 0.874816 20.612928 -1.153097  0.3173
H 0.064572 18.042176 -2.392633  0.0778
H -2.171273 18.506107 -1.433446  1.0453
H -1.700371 20.019738 -0.963538  0.4440
H -1.258877 18.497835 2.256432  0.3167
H -2.498120 18.035011 1.422682  0.1951
H -2.107171 19.833418 1.366019  0.3048
H -1.623744 19.282034 -3.460353  -0.5931
H -0.152592 19.576319 -4.028483  0.4073

Cartesian forces (eV/Å) of the 2 atoms listed first:
O 4.47 0.58 0.24
H 0.47 -0.85 0.38

## Properties
Gap between HOMO and LUMO in eV: 7.68
LUMO in eV: 0.00
Net charge: 0
E in eV: -31902.068
ΔE to the lowest compared entry with this formula, charge and spin in eV: 9.073
HOMO energy in eV: -7.7

(3)
C5H12NO | ωB97M-V with the def2-TZVPD basis set

Last column: Mulliken charge in e.
Geometry (Å):
C 1.412969 1.466774 -0.060040  -1.1557
C 0.659723 0.855704 -1.202210  0.8026
C 0.093234 1.484102 -2.210606  -0.9614
N 0.471221 -0.607893 -1.066192  -0.2101
H 1.352812 2.546061 -0.130830  0.3879
H 0.979135 1.154954 0.892064  0.2622
H 2.454754 1.150892 -0.079128  0.3542
H -0.454447 1.025660 -3.020675  0.2752
H 0.262135 2.549494 -2.262075  0.2615
H -0.277102 -0.846458 -0.370686  0.1142
H 1.312806 -1.057670 -0.701909  0.4125
H 0.194348 -1.040994 -1.947893  0.3921
C -1.522917 -1.875913 0.977747  -1.1349
C -0.946504 -1.204066 1.969427  0.2034
O -1.301185 0.063619 2.269114  -0.4706
H -1.183976 -2.868135 0.729514  0.3716
H -2.423817 -1.494647 0.518049  0.3725
H -0.166210 -1.635439 2.585492  0.3467
H -0.916988 0.333948 3.110828  0.3760

Cartesian forces (eV/Å) of the 2 atoms listed first:
C -0.21 -0.38 -0.22
C -0.26 0.16 0.27

## Properties
Gap between HOMO and LUMO in eV: 10.10
LUMO in eV: -3.20
Net charge: +1
E in eV: -8909.390
ΔE to the lowest compared entry with this formula, charge and spin in eV: 1.239
HOMO energy in eV: -13.3

(4)
C5H5Cl2HoNO4Tb | ωB97M-V with the def2-TZVPD basis set

Last column: Mulliken charge in e.
Geometry (Å):
Ho -0.642220 0.207943 -3.452631  1.6679
Tb 0.494520 0.486497 -0.246957  1.8709
Cl -0.944114 -1.642839 -1.535927  -0.2840
Cl -0.666535 2.280624 -1.735304  -0.2721
C 1.678723 2.285946 0.540186  -0.1054
C 0.501169 -1.544001 -4.484556  0.1185
C 0.591823 1.448577 -4.973354  0.0647
O 2.209476 3.258869 0.907293  0.1411
O 0.828214 -2.495041 -5.055799  0.1282
O 0.984416 2.134758 -5.827620  0.1440
C -1.542818 -0.972898 3.365445  -0.9637
C -0.557808 -0.475380 2.382468  1.0095
N 0.792456 -0.621349 2.585043  -0.2769
O -0.993943 0.085352 1.299398  -0.5936
H -1.057901 -1.338444 4.290028  0.3998
H -2.129860 -1.790795 2.897663  0.3294
H -2.226960 -0.131437 3.592104  0.3486
H 1.552946 -0.238563 1.971371  0.0030
H 1.128421 -0.937822 3.481147  0.2700

Cartesian forces (eV/Å) of the 2 atoms listed first:
Ho -4.08 -0.24 1.64
Tb -2.97 -2.90 1.22

## Properties
Multiplicity: 11
<S²>: 30.11
Gap between HOMO and LUMO (alpha / beta) in eV: 7.36 / 8.31
LUMO (alpha / beta) in eV: -18.08 / -17.15
Net charge: +4
E in eV: -88176.093
HOMO energy (alpha / beta) in eV: -25.4 / -25.5

(5)
C32H48BCuF4N4O3S2Si2 | ωB97M-V with the def2-TZVPD basis set

Last column: Mulliken charge in e.
Geometry (Å):
Cu -0.581776 0.848045 0.278460  -0.7108
C -4.157166 3.151321 0.384915  -1.4706
C -2.693245 2.920116 0.648785  0.5902
N -2.006397 2.150828 -0.189735  0.6646
N -2.766278 1.738101 -1.294866  -0.2523
C -2.296031 2.044063 -2.539887  0.0044
N -2.492745 1.070345 -3.459599  -0.2620
S -1.649267 3.530220 -2.903515  -0.3848
C -2.025136 3.633695 1.648133  0.1737
C -2.537839 4.851159 2.204687  -1.3803
C -1.686970 5.895055 2.374030  -0.5021
C -0.322686 5.747452 1.946492  -0.8190
C 0.159557 4.508237 1.744864  -0.5973
N -0.647030 3.364254 1.934481  1.2279
H -4.280082 3.554795 -0.620103  0.3237
H -4.598746 3.843439 1.095238  0.4485
H -4.691362 2.202494 0.432363  0.2835
H -3.103039 0.784475 -1.206780  0.2640
H -2.330403 0.122045 -3.112748  -0.0603
H -2.117938 1.277963 -4.369376  0.3477
H -3.594127 4.960173 2.410452  0.3592
H -2.027858 6.842375 2.769074  0.4541
H 0.302778 6.616284 1.799435  0.4532
H 1.195546 4.319483 1.499259  0.4436
C 2.645953 -3.337328 -0.477172  -1.2786
C 1.478330 -4.213454 -0.916123  2.0310
C 1.953807 -5.215475 -1.973410  -1.8025
C 0.898605 -4.948271 0.289263  -1.7002
O 0.413385 -3.463366 -1.492977  0.1295
Si 0.063160 -1.974146 -2.036911  -0.6973
S -1.405805 -1.046483 -0.868870  -0.6703
O 1.421886 -1.094212 -2.144862  0.3949
C 2.070843 -0.150047 -2.983201  1.8338
C 1.098956 0.598114 -3.892068  -1.0744
C 2.771203 0.832766 -2.046362  -1.5439
C 3.098057 -0.906566 -3.830006  -1.9451
O -0.578920 -2.122367 -3.551255  0.4160
C -1.275796 -3.128247 -4.272388  1.7629
C -2.122581 -4.026552 -3.369702  -1.3949
C -0.252798 -3.967563 -5.040931  -1.5091
C -2.191665 -2.389333 -5.248871  -1.7688
H 3.444498 -3.962044 -0.072810  0.5183
H 2.324795 -2.636176 0.290449  0.3550
H 3.028605 -2.767085 -1.321606  -0.1291
H 2.717058 -5.877647 -1.560371  0.4578
H 2.376333 -4.678053 -2.825305  0.3075
H 1.114560 -5.821172 -2.323004  0.3218
H 1.644103 -5.624943 0.711985  0.4428
H 0.020071 -5.527106 -0.003070  0.3042
H 0.607747 -4.223186 1.050035  0.2271
H 0.417323 1.203646 -3.292717  -0.0026
H 0.518748 -0.110112 -4.480963  0.0347
H 1.648513 1.259925 -4.564036  0.5260
H 2.024704 1.414153 -1.501375  0.0765
H 3.414147 1.509716 -2.612270  0.4637
H 3.367095 0.281826 -1.317185  0.3274
H 2.583560 -1.624108 -4.473361  0.2912
H 3.785653 -1.450875 -3.180346  0.3403
H 3.668628 -0.214193 -4.451578  0.4845
H -1.487446 -4.571845 -2.676108  0.1130
H -2.689680 -4.731917 -3.980097  0.5310
H -2.811695 -3.418520 -2.779816  0.2811
H 0.453058 -4.406389 -4.335207  0.1396
H 0.300295 -3.338817 -5.741896  0.2845
H -0.747144 -4.767383 -5.596472  0.4536
H -2.917092 -1.795704 -4.689741  0.3469
H -2.722923 -3.096489 -5.888421  0.4189
H -1.602938 -1.716072 -5.875328  0.3211
C 4.231204 2.460394 4.568989  -0.5441
C 3.839670 2.347639 3.243486  -0.7317
C 2.501453 2.444350 2.899418  0.4413
C 1.525926 2.670796 3.868372  0.8559
C 1.941714 2.811163 5.192407  -0.7602
C 3.276336 2.698609 5.546466  -0.6537
Si -0.325375 2.719822 3.564777  0.1313
C -1.356211 1.233899 4.072350  1.1627
C -2.081632 0.388579 3.237387  0.1290
C -2.849514 -0.646566 3.749009  -0.9153
C -2.904747 -0.860136 5.117077  -0.5097
C -2.181175 -0.036023 5.968214  -0.6824
C -1.422692 0.997884 5.447517  -0.7092
H 5.275253 2.349255 4.834206  0.3519
H 4.578232 2.159351 2.474621  0.4048
H 2.214702 2.288469 1.866238  0.0998
H 1.205890 3.018883 5.963366  0.2076
H 3.568566 2.789644 6.585667  0.3935
H -0.788956 3.764160 4.529289  -0.4007
H -2.042711 0.514429 2.162860  0.4098
H -3.396860 -1.294425 3.075710  0.4342
H -3.503820 -1.668994 5.516586  0.3688
H -2.203333 -0.200816 7.038650  0.3864
H -0.863957 1.635386 6.125602  0.1956
F 0.976330 0.315335 1.426772  0.9874
B 1.654303 -0.698528 2.275133  -0.1408
F 3.006924 -0.623158 1.972505  -0.3077
F 1.105853 -1.931518 1.945257  -0.2001
F 1.399708 -0.381179 3.604491  -0.4227

Cartesian forces (eV/Å) of the 2 atoms listed first:
Cu -0.20 -0.34 -0.38
C 0.06 0.18 0.10

## Properties
Multiplicity: 2
<S²>: 0.79
Gap between HOMO and LUMO (alpha / beta) in eV: 7.36 / 5.70
LUMO (alpha / beta) in eV: 2.46 / 0.81
Net charge: -1
E in eV: -139692.165
ΔE to the lowest compared entry with this formula, charge and spin in eV: 0.348
HOMO energy (alpha / beta) in eV: -4.9 / -4.9

(6)
C5H14N2O2 | ωB97M-V with the def2-TZVPD basis set

Last column: Mulliken charge in e.
Geometry (Å):
C -0.676217 -0.026648 -0.432056  0.7851
C 1.830098 -0.596830 -0.641298  -0.2254
C -1.841840 -0.175066 1.502767  -0.5889
C 0.229192 -0.477484 0.563392  -0.9003
C -0.658834 1.407192 -0.860920  -1.4237
N -1.238714 -0.900862 -1.306940  -0.3891
N 2.542252 0.632737 -0.515600  -0.5170
O 2.529821 -1.761346 -0.204435  -0.5826
O -2.045482 1.198204 1.813220  -0.5282
H 2.674013 -1.688629 0.747394  0.2990
H -2.965270 1.340861 2.077358  0.3020
H 1.593676 -0.791401 -1.687830  0.3289
H -1.431765 -0.606201 -2.249529  0.1917
H -1.122975 -1.890470 -1.150313  0.2103
H 3.481773 0.601610 -0.906192  0.2379
H 2.614244 0.942447 0.448754  0.2172
H -1.579597 -0.700071 2.427864  0.2885
H -2.745600 -0.648226 1.098780  0.3922
H 0.570670 0.271040 1.265698  0.4257
H 0.223140 -1.522185 0.847799  0.4389
H -0.879552 1.536761 -1.920211  0.4440
H 0.289890 1.899063 -0.648122  0.2970
H -1.392923 1.955500 -0.269582  0.2968

Cartesian forces (eV/Å) of the 2 atoms listed first:
C -2.00 0.09 1.87
C -1.11 -0.23 2.25

## Properties
Gap between HOMO and LUMO in eV: 6.98
LUMO in eV: 0.85
Net charge: 0
E in eV: -12482.461
ΔE to the lowest compared entry with this formula, charge and spin in eV: 5.867
HOMO energy in eV: -6.1

Let's list max |F| in order: 0.071; 0.117; 0.009; 0.196; 0.022; 0.109 Eh/bohr.